# C33H33N5O4PPt

A structure of composition C33H33N5O4PPt (wB97M-V/def2-TZVPD, the OMol25 dataset).

## Properties
- E_tot: -62907.722 eV
- LUMO energy (alpha / beta): -9.960 / -9.960 eV
- Kohn-Sham gap (alpha / beta): 5.661 / 5.661 eV
- E_HOMO (alpha / beta): -15.6212 / -15.6212 eV
- Strongest force on any atom: 0.76 eV/A

```
! wB97M-V def2-TZVPD RIJCOSX def2/J DEFGRID3
* xyz 3 1
Pt 0.210 0.058 -0.244
O -4.898 -1.831 -0.168
C -4.984 -0.830 -1.052
C -6.195 -0.520 -1.673
C -6.272 0.519 -2.572
C -5.144 1.286 -2.880
C -3.948 0.993 -2.277
C -3.831 -0.070 -1.351
C -2.533 -0.343 -0.754
O -1.546 0.494 -1.113
N -2.319 -1.315 0.083
N -0.998 -1.374 0.393
C -0.444 -2.408 0.923
C 1.007 -2.422 0.965
C 1.736 -3.472 1.483
C 3.118 -3.478 1.307
C 3.721 -2.452 0.603
C 2.938 -1.409 0.126
N 1.618 -1.385 0.316
H -5.758 -2.265 -0.078
H -7.074 -1.108 -1.439
H -7.220 0.742 -3.043
H -5.218 2.098 -3.589
H -3.071 1.571 -2.522
H -1.068 -3.248 1.208
H 1.234 -4.282 1.993
H 3.710 -4.294 1.699
H 4.785 -2.447 0.417
H 3.367 -0.585 -0.422
O 2.708 2.701 -6.242
C 1.858 1.586 -6.312
C 1.512 1.170 -4.912
C 0.506 0.244 -4.662
C 0.226 -0.116 -3.359
N 0.909 0.389 -2.323
C 1.878 1.288 -2.548
C 2.200 1.701 -3.825
C 2.569 1.755 -1.332
C 3.781 2.418 -1.369
C 4.468 2.669 -0.186
C 5.786 3.385 -0.199
O 6.149 3.610 -1.534
C 3.908 2.199 1.001
C 2.685 1.572 0.974
N 1.994 1.388 -0.167
H 2.954 2.984 -7.129
H 2.340 0.732 -6.805
H 0.932 1.800 -6.857
H -0.065 -0.196 -5.469
H -0.560 -0.820 -3.129
H 2.961 2.446 -4.003
H 4.227 2.708 -2.309
H 6.521 2.772 0.337
H 5.669 4.319 0.364
H 6.979 4.097 -1.577
H 4.418 2.317 1.949
H 2.245 1.200 1.886
C -1.014 3.069 0.242
P -0.803 1.604 1.256
C -2.426 1.139 1.885
C 0.167 1.969 2.691
C 0.203 1.032 3.730
C 0.894 1.326 4.892
C 1.538 2.554 5.023
C 1.499 3.487 3.994
C 0.824 3.196 2.819
H -0.063 3.415 -0.157
H -1.454 3.850 0.867
H -1.693 2.824 -0.570
H -2.609 1.857 2.689
H -2.472 0.132 2.291
H -3.189 1.257 1.117
H -0.314 0.083 3.640
H 0.919 0.612 5.704
H 2.061 2.788 5.940
H 1.986 4.445 4.113
H 0.797 3.929 2.023
*
```

Atomic partial charges in e from the Mulliken method, atoms 1 to 4: Pt 2.2121; O -0.5007; C 1.1969; C -0.8539

# C6H8N2O3

An isolated molecule of C6H8N2O3 in a non-equilibrium geometry (wB97M-V/def2-TZVPD, the OMol25 dataset).

## Properties
- SMILES: CCc1[nH]c(=O)[nH]c1OC=O
- E_tot: -15473.477 eV
- LUMO energy: 0.666 eV
- Kohn-Sham gap: 8.485 eV
- E_HOMO: -7.8193 eV
- Strongest force on any atom: 4.84 eV/A

```
! wB97M-V def2-TZVPD RIJCOSX def2/J DEFGRID3
* xyz 0 1
C -1.978 1.183 0.509
C -1.295 0.645 -0.695
C 0.133 0.160 -0.363
N 0.998 1.215 -0.070
C 2.293 0.772 0.087
O 3.269 1.468 0.311
N 2.221 -0.592 -0.120
C 0.951 -0.932 -0.442
O 0.473 -2.200 -0.659
C -0.413 -2.483 0.323
O -1.102 -1.750 0.961
H -1.904 0.418 1.269
H -3.017 1.467 0.264
H -1.506 2.128 0.852
H -0.976 1.415 -1.466
H -1.564 -0.364 -1.184
H 0.894 2.188 -0.041
H 3.043 -1.216 -0.055
H -0.519 -3.522 0.519
*
```

Atomic partial charges in e from the Mulliken method, atoms 1 to 4: C -0.9828; C -0.4914; C 0.2112; N -0.0336

# C49H37CeCl2IN6O10Te

A structure of composition C49H37CeCl2IN6O10Te in a non-equilibrium geometry (wB97M-V/def2-TZVPD, the OMol25 dataset).

## Properties
- ⟨S²⟩: 0.751
- E_tot: -134194.214 eV
- LUMO energy (alpha / beta): 1.947 / 1.947 eV
- Kohn-Sham gap (alpha / beta): 6.181 / 7.016 eV
- E_HOMO (alpha / beta): -4.2349 / -5.0697 eV
- Strongest force on any atom: 5.25 eV/A

```
! wB97M-V def2-TZVPD RIJCOSX def2/J DEFGRID3
* xyz -1 2
Ce 0.178 0.381 0.405
C -4.420 -0.681 -5.669
C -3.422 -0.446 -4.572
C -3.075 0.829 -4.154
C -2.128 1.028 -3.166
C -1.665 2.386 -2.776
O -0.637 2.877 -3.215
C -2.482 3.090 -1.758
C -2.108 4.373 -1.361
C -2.760 5.003 -0.321
C -3.790 4.352 0.342
C -4.195 3.095 -0.073
C -3.556 2.465 -1.127
C -1.519 -0.065 -2.504
O -0.610 0.100 -1.596
C -1.911 -1.366 -2.925
C -2.803 -1.532 -3.962
C -1.164 -2.462 -2.247
N 0.047 -2.725 -2.572
C 0.613 -2.093 -3.746
C 2.098 -1.887 -3.507
Te 2.197 -1.359 -1.369
C 4.136 -0.433 -1.527
C 4.575 0.270 -0.403
C 5.807 0.896 -0.395
C 6.625 0.854 -1.515
C 6.197 0.170 -2.639
C 4.972 -0.475 -2.643
C -1.878 -3.216 -1.200
C -1.277 -3.954 -0.224
C -2.771 -3.988 1.538
C -3.773 -3.198 1.138
C -4.166 -3.084 -0.232
C -3.322 -3.133 -1.286
H -4.903 0.250 -5.958
H -5.181 -1.387 -5.335
H -3.935 -1.105 -6.549
H -3.523 1.692 -4.626
H -1.288 4.848 -1.885
H -2.455 5.995 -0.014
H -4.274 4.826 1.186
H -4.997 2.587 0.441
H -3.869 1.476 -1.427
H -3.001 -2.532 -4.330
H 0.133 -1.139 -3.995
H 0.447 -2.776 -4.592
H 2.497 -1.132 -4.181
H 2.634 -2.821 -3.661
H 3.922 0.333 0.461
H 6.138 1.430 0.484
H 7.578 1.363 -1.519
H 6.824 0.133 -3.519
H 4.657 -1.024 -3.521
H 0.649 -4.816 -0.069
H -2.425 -4.000 2.558
H -4.303 -2.586 1.854
H -5.196 -2.818 -0.422
H -3.744 -2.916 -2.257
O -2.920 -0.085 2.365
Cl -2.497 -0.078 1.021
O -3.607 -0.304 0.169
O -1.944 1.210 0.704
O -1.506 -1.076 0.798
N 2.452 3.112 -3.030
C 2.019 1.909 -2.607
N 1.384 2.046 -1.470
C 1.424 3.387 -1.236
N 2.081 4.055 -2.167
C 0.751 3.981 -0.101
C 0.798 5.353 0.162
N 0.187 5.876 1.209
C -0.498 5.043 1.980
C -0.592 3.683 1.702
N 0.044 3.148 0.669
H 2.986 3.361 -3.849
H 2.167 0.988 -3.138
H 1.334 6.028 -0.491
H -0.983 5.479 2.840
H -1.184 3.011 2.306
I 3.512 3.188 8.181
C 2.844 2.520 6.281
C 3.249 3.199 5.149
C 2.798 2.769 3.913
C 1.939 1.682 3.826
C 1.561 0.999 4.975
C 2.018 1.414 6.213
C 1.328 1.260 2.519
O 1.997 1.364 1.458
O 0.135 0.889 2.554
H 3.907 4.051 5.226
H 3.109 3.281 3.014
H 0.919 0.137 4.870
H 1.729 0.888 7.110
Cl -1.989 -7.627 0.929
C -1.391 -6.028 1.258
C -0.451 -5.877 2.196
C 0.091 -4.580 2.541
C 0.313 -3.608 1.646
C 0.157 -3.866 0.175
C -2.122 -4.928 0.562
C 0.793 -2.238 2.109
O 0.756 -1.971 3.306
O 1.255 -1.460 1.202
H -0.099 -6.740 2.744
H 0.325 -4.417 3.585
H 0.633 -3.058 -0.376
H -2.890 -5.345 -0.104
*
```

Atomic partial charges in e from the Mulliken method, atoms 1 to 4: Ce 0.3327; C -1.5453; C 0.2074; C -0.1532

# C34H55N10O3PS2SiTl

A structure of composition C34H55N10O3PS2SiTl (wB97M-V/def2-TZVPD, the OMol25 dataset).

## Properties
- E_tot: -100726.093 eV
- LUMO energy: -2.422 eV
- Kohn-Sham gap: 7.666 eV
- E_HOMO: -10.0885 eV
- Strongest force on any atom: 0.52 eV/A

```
! wB97M-V def2-TZVPD RIJCOSX def2/J DEFGRID3
* xyz 1 1
Tl -0.525 0.946 -0.717
C -0.533 5.929 -3.948
N -0.747 4.516 -3.651
C -1.365 3.634 -4.487
C -1.357 2.433 -3.846
N -0.743 2.564 -2.630
C -0.383 3.837 -2.531
P 0.488 4.657 -1.162
C 1.827 3.443 -0.935
N 1.693 2.141 -1.082
C 2.923 1.581 -0.892
C 3.823 2.577 -0.641
N 3.124 3.755 -0.674
C 3.679 5.076 -0.407
C -0.718 4.229 0.141
N -1.678 3.327 0.028
C -2.417 3.416 1.176
C -1.899 4.381 1.984
N -0.826 4.905 1.314
C 0.091 5.896 1.852
H -1.326 6.267 -4.610
H 0.429 6.081 -4.433
H -0.570 6.512 -3.032
H -1.747 3.928 -5.449
H -1.749 1.501 -4.198
H 3.064 0.512 -0.936
H 4.880 2.551 -0.439
H 4.758 5.027 -0.520
H 3.446 5.398 0.607
H 3.284 5.799 -1.116
H -3.269 2.781 1.354
H -2.188 4.731 2.961
H -0.465 6.752 2.228
H 0.757 6.237 1.062
H 0.684 5.464 2.656
C -2.147 1.379 5.533
C -1.265 0.267 4.981
N -0.364 0.739 3.938
C -0.682 0.802 2.630
S 0.516 1.509 1.593
N -1.876 0.344 2.309
N -2.163 0.286 0.989
C -3.358 -0.062 0.673
C -4.428 -0.338 1.683
C -3.634 -0.317 -0.763
C -4.835 -0.894 -1.164
C -5.015 -1.227 -2.495
C -3.979 -1.018 -3.389
C -2.815 -0.449 -2.907
N -2.661 -0.069 -1.643
H -2.868 0.978 6.248
H -1.553 2.139 6.043
H -2.698 1.854 4.720
H -0.651 -0.174 5.766
H -1.879 -0.521 4.553
H 0.506 1.171 4.203
H -4.144 0.085 2.641
H -5.383 0.082 1.366
H -4.559 -1.416 1.814
H -5.606 -1.110 -0.439
H -5.947 -1.669 -2.823
H -4.060 -1.302 -4.428
H -1.946 -0.343 -3.542
C 2.987 -3.133 2.070
C 3.171 -1.713 1.541
C 4.547 -1.541 0.915
C 2.957 -0.710 2.666
O 2.200 -1.375 0.541
Si 1.166 -2.261 -0.355
S 0.466 -0.990 -1.902
O -0.017 -2.710 0.667
C -1.102 -3.644 0.640
C -0.683 -4.838 1.486
C -2.295 -2.931 1.255
C -1.430 -4.082 -0.783
O 1.862 -3.566 -1.019
C 2.347 -4.174 -2.223
C 2.460 -5.661 -1.915
C 3.713 -3.579 -2.528
C 1.399 -3.950 -3.392
H 3.696 -3.311 2.879
H 3.155 -3.877 1.291
H 1.976 -3.264 2.460
H 5.327 -1.829 1.621
H 4.704 -0.497 0.630
H 4.637 -2.164 0.025
H 3.687 -0.878 3.460
H 1.953 -0.818 3.079
H 3.067 0.311 2.290
H -0.472 -4.521 2.509
H 0.220 -5.290 1.070
H -1.472 -5.591 1.509
H -2.030 -2.531 2.236
H -3.139 -3.615 1.363
H -2.593 -2.102 0.611
H -0.596 -4.635 -1.215
H -1.638 -3.214 -1.415
H -2.307 -4.732 -0.779
H 3.154 -5.826 -1.090
H 2.821 -6.206 -2.789
H 1.486 -6.063 -1.633
H 4.365 -3.677 -1.661
H 3.621 -2.521 -2.785
H 4.176 -4.101 -3.367
H 0.421 -4.392 -3.197
H 1.817 -4.420 -4.283
H 1.266 -2.887 -3.596
*
```

Atomic partial charges in e from the Mulliken method, atoms 1 to 4: Tl 1.6309; C -0.8930; N 0.1289; C -0.8424